An isolated molecule of C8H17NO5, computed with ωB97M-V with the def2-TZVPD basis set.

XYZ file:
```
31
Properties=species:S:1:pos:R:3:forces:R:3
O 1.885215 1.560785 -2.269448 0.379 -0.205 -0.138
C 0.812746 2.332249 -1.747985 -0.396 0.307 0.400
C 0.425918 1.815545 -0.364118 0.069 0.180 -0.336
N -0.494345 0.685053 -0.407104 0.118 0.132 0.084
C -0.107003 -0.435292 -1.244556 0.199 -0.231 -0.015
C 0.956647 -1.354613 -0.630067 -0.699 -0.535 -0.247
O 2.182471 -0.690579 -0.388432 0.191 0.207 0.049
C 0.439136 -1.910381 0.704433 0.775 0.332 0.195
O -0.602771 -2.809967 0.411880 -0.298 -0.167 -0.097
C 0.011585 -0.753120 1.623777 -0.486 -0.044 -0.073
O 1.150663 -0.120591 2.159267 0.420 0.164 -0.005
C -0.927097 0.257647 0.915074 -0.226 -0.398 0.303
C -2.363275 -0.294805 0.836134 0.141 0.305 -0.429
O -2.908520 -0.554580 2.106980 -0.145 -0.063 0.532
H 2.184572 1.952349 -3.095855 0.016 -0.062 0.054
H -0.056332 2.288051 -2.416622 0.044 0.018 0.075
H 1.129494 3.377987 -1.650389 -0.058 -0.099 -0.015
H -0.104075 2.621877 0.152427 0.117 -0.006 -0.013
H 1.351958 1.613516 0.190734 -0.083 0.125 -0.009
H -0.996938 -1.040066 -1.430779 0.075 -0.058 -0.104
H 0.253152 -0.057646 -2.200333 -0.116 -0.092 -0.026
H 1.119128 -2.205311 -1.310608 -0.067 0.085 0.099
H 2.320555 -0.053373 -1.106018 0.073 0.001 0.054
H 1.270567 -2.437814 1.203564 -0.120 0.156 -0.081
H -1.005968 -3.091260 1.241441 0.035 0.009 -0.064
H -0.542656 -1.159743 2.482168 0.052 -0.006 -0.184
H 1.829167 -0.122567 1.464513 -0.049 0.041 0.107
H -0.952931 1.149154 1.556018 -0.007 -0.080 -0.032
H -2.978608 0.426342 0.281047 0.104 -0.078 0.004
H -2.383429 -1.249303 0.310924 -0.024 0.135 -0.047
H -2.899027 0.260455 2.621935 -0.033 -0.073 -0.043
```
Forces are in eV/Å.

Calculated values
- Energy relative to the best compared isomer or geometry (same formula, charge and spin): 44.5 kJ/mol
- E_LUMO: 0.019 hartree
- Highest occupied orbital energy: -8.23 eV
- Gap between HOMO and LUMO: 8.7424 eV